(1)
The following is a quantum chemistry calculation of a cluster of 3 separate species, C11H14NO2 in total, from the OMol25 dataset.

ORCA input file:
```
! wB97M-V def2-TZVPD RIJCOSX def2/J DEFGRID3
* xyz 1 1
C -0.314 1.789 2.358
C -0.104 -0.542 1.682
C 0.536 1.567 3.354
C 0.729 -0.778 2.764
C -0.760 0.716 1.485
C 1.076 0.308 3.619
C 4.390 1.359 -2.074
C -2.374 -1.874 -3.336
C -2.495 -0.508 -3.143
C -1.414 -1.254 -2.260
C -1.559 0.861 0.463
N -1.461 -1.533 -0.957
O 2.026 0.288 4.607
O 3.758 0.680 -1.311
H -0.616 2.694 1.955
H -0.250 -1.415 1.032
H 0.864 2.422 4.050
H 1.412 -1.634 2.818
H 4.067 1.506 -3.108
H 5.055 2.216 -1.777
H -3.160 -2.666 -2.956
H -1.938 -2.192 -4.279
H -1.974 0.111 -3.825
H -3.307 0.016 -2.600
H -0.401 -0.830 -2.384
H -2.239 1.383 -0.088
H -2.187 -2.225 -0.638
H 2.641 -0.464 4.546
*
```

Properties
- Energy above the lowest of the compared OMol25 structures with the same formula, charge and spin: 232.6 kcal/mol
- LUMO energy (alpha / beta): -5.780 / -5.360 eV
- Electronic energy: -17203.918 eV
- Gap between HOMO and LUMO (alpha / beta): 6.61 / 5.80 eV

Partial atomic charges computed with the Löwdin method, in multiples of e: 0.032, 0.037, 0.007, 0.039, -0.280, -0.211, -0.146, -0.121, -0.122, -0.386, 0.343, 0.078, 0.129, -0.017, 0.114, 0.109, 0.175, 0.136, 0.073, 0.090, 0.161, 0.110, 0.099, 0.123, 0.139, 0.057, 0.087, 0.145


(2)
The following is a quantum chemistry calculation of a cluster of 2 separate species, C5H15NO2 in total, from the OMol25 dataset.

ORCA input file:
```
! wB97M-V def2-TZVPD RIJCOSX def2/J DEFGRID3
* xyz 0 1
C -1.823 -0.602 0.085
N -1.076 -0.063 1.257
C 0.152 0.750 1.138
C 1.107 0.536 -0.083
C 1.985 1.701 -0.454
O 1.895 -0.645 0.056
C -2.233 0.578 -0.845
H -1.287 -1.426 -0.447
H -2.682 -0.960 0.674
H -0.754 -0.911 1.731
H 0.701 0.566 2.074
H -0.138 1.800 1.252
H 0.282 0.286 -0.762
H 1.417 2.635 -0.507
H 2.539 1.693 -1.378
H 2.694 1.902 0.374
H 1.772 -1.268 -0.668
H -1.380 0.815 -1.467
H -3.076 0.294 -1.465
H -2.719 1.332 -0.209
H 0.425 -2.367 -0.078
H 1.568 -3.356 -0.042
O 0.631 -3.290 -0.236
*
```

Properties
- SMILES: CCNC[C@@H](C)O.O
- Energy above the lowest of the compared OMol25 structures with the same formula, charge and spin: 44.1 kcal/mol
- LUMO energy: 0.737 eV
- Electronic energy: -11012.036 eV
- Gap between HOMO and LUMO: 9.78 eV

Partial atomic charges computed with the Löwdin method, in multiples of e: -0.264, -0.089, -0.183, -0.419, -0.046, -0.049, -0.082, 0.099, 0.113, 0.097, 0.122, 0.111, 0.100, 0.079, 0.072, 0.095, 0.072, 0.055, 0.061, 0.085, -0.022, 0.040, -0.047


(3)
The following is a quantum chemistry calculation of a cluster of 8 separate species, C32H88N8O8 in total, from the OMol25 dataset.

ORCA input file:
```
! wB97M-V def2-TZVPD RIJCOSX def2/J DEFGRID3
* xyz 0 1
C 1.936 -4.822 3.032
C 1.015 -3.602 2.883
C 1.845 -2.324 2.794
O 2.745 -2.202 3.886
C 2.085 -1.993 5.124
N 0.112 -3.797 1.747
H 1.397 -5.761 2.917
H 2.522 -4.811 3.951
H 2.652 -4.773 2.202
H 0.404 -3.492 3.782
H 1.167 -1.461 2.766
H 2.492 -2.290 1.914
H 1.386 -1.151 5.045
H 2.832 -1.647 5.834
H 1.545 -2.873 5.465
H -0.643 -4.410 2.052
H 0.570 -4.330 1.013
C -2.160 -0.171 1.734
C -0.909 0.431 1.093
C -0.309 -0.386 -0.053
O 0.737 0.340 -0.691
C 1.925 0.360 0.073
N -1.329 1.789 0.658
H -2.334 0.433 2.625
H -2.016 -1.213 2.042
H -3.082 -0.129 1.153
H -0.154 0.592 1.868
H -1.064 -0.571 -0.815
H 0.035 -1.332 0.384
H 1.836 0.580 1.139
H 2.576 1.082 -0.419
H 2.393 -0.632 0.005
H -0.496 2.367 0.546
H -1.668 1.635 -0.295
C 5.531 0.231 -1.604
C 6.962 0.622 -1.932
C 7.769 -0.541 -2.479
O 9.038 -0.090 -2.905
C 9.708 -1.045 -3.683
N 6.916 1.705 -2.965
H 4.962 1.095 -1.271
H 5.595 -0.552 -0.843
H 5.001 -0.192 -2.462
H 7.429 1.090 -1.064
H 7.219 -1.084 -3.261
H 7.905 -1.355 -1.747
H 10.589 -0.576 -4.126
H 9.157 -1.477 -4.523
H 10.097 -1.843 -3.039
H 6.508 1.294 -3.801
H 7.893 1.897 -3.174
C -3.625 -3.776 1.581
C -3.250 -4.141 3.009
C -4.487 -4.411 3.881
O -4.107 -4.699 5.205
C -5.234 -4.750 6.046
N -2.406 -5.350 2.963
H -4.004 -4.642 1.032
H -2.719 -3.432 1.080
H -4.369 -2.988 1.453
H -2.685 -3.332 3.478
H -5.026 -5.269 3.452
H -5.181 -3.568 3.766
H -5.920 -5.566 5.798
H -5.811 -3.816 6.011
H -4.887 -4.821 7.077
H -2.132 -5.565 3.922
H -3.049 -6.114 2.757
C -1.681 3.570 -2.126
C -2.157 2.534 -3.145
C -1.522 2.688 -4.518
O -0.137 2.471 -4.505
C 0.378 2.134 -5.774
N -1.875 1.212 -2.599
H -2.320 3.465 -1.249
H -1.855 4.592 -2.477
H -0.624 3.480 -1.881
H -3.229 2.685 -3.281
H -1.753 3.651 -5.010
H -2.015 1.996 -5.225
H 0.251 2.954 -6.485
H -0.110 1.252 -6.200
H 1.427 1.906 -5.611
H -2.184 0.478 -3.238
H -0.871 1.024 -2.597
C -4.966 2.493 1.922
C -5.787 2.222 0.659
C -5.263 3.049 -0.528
O -6.207 2.993 -1.583
C -5.907 3.887 -2.633
N -5.691 0.784 0.331
H -5.234 3.436 2.397
H -3.891 2.547 1.743
H -5.191 1.626 2.542
H -6.852 2.422 0.775
H -4.290 2.648 -0.849
H -5.048 4.093 -0.263
H -5.036 3.584 -3.220
H -5.832 4.924 -2.302
H -6.770 3.796 -3.295
H -6.390 0.517 -0.357
H -4.824 0.663 -0.191
C -1.369 7.022 0.974
C -0.939 5.560 1.019
C 0.411 5.418 1.729
O 0.920 4.120 1.464
C 2.282 4.011 1.821
N -2.056 4.758 1.551
H -1.543 7.451 1.972
H -2.322 7.246 0.494
H -0.603 7.664 0.525
H -0.731 5.329 -0.030
H 0.361 5.651 2.798
H 1.082 6.119 1.210
H 2.525 2.952 1.778
H 2.560 4.488 2.763
H 2.912 4.491 1.059
H -1.914 4.773 2.565
H -1.780 3.790 1.344
C 3.494 -4.271 -1.218
C 2.136 -3.664 -1.512
C 2.199 -2.623 -2.620
O 0.958 -1.969 -2.805
C 1.080 -0.938 -3.760
N 1.165 -4.691 -1.877
H 4.267 -3.501 -1.247
H 3.771 -5.095 -1.879
H 3.467 -4.756 -0.239
H 1.856 -3.086 -0.617
H 2.404 -3.115 -3.583
H 3.013 -1.922 -2.392
H 1.602 -0.089 -3.312
H 0.083 -0.683 -4.114
H 1.650 -1.242 -4.649
H 0.419 -4.312 -2.454
H 0.663 -5.040 -1.066
*
```

Properties
- SMILES: COC[C@H](C)N.COC[C@H](C)N.COC[C@H](C)N.COC[C@H](C)N.COC[C@H](C)N.COC[C@H](C)N.COC[C@H](C)N.COC[C@H](C)N
- Energy above the lowest of the compared OMol25 structures with the same formula, charge and spin: 18.4 kcal/mol
- LUMO energy: 0.621 eV
- Electronic energy: -62907.968 eV
- Gap between HOMO and LUMO: 9.40 eV

Atom charges from the Löwdin analysis, given in e for atoms 1 to 99: -0.046, -0.429, -0.207, -0.188, -0.106, 0.065, 0.077, 0.075, 0.070, 0.123, 0.110, 0.118, 0.090, 0.089, 0.080, 0.028, 0.047, -0.052, -0.402, -0.190, -0.202, -0.098, 0.058, 0.077, 0.055, 0.060, 0.120, 0.116, 0.103, 0.076, 0.083, 0.076, 0.055, 0.036, -0.076, -0.420, -0.233, -0.187, -0.123, 0.034, 0.069, 0.080, 0.070, 0.140, 0.125, 0.129, 0.087, 0.088, 0.089, 0.067, 0.060, -0.068, -0.426, -0.232, -0.178, -0.119, 0.032, 0.080, 0.059, 0.079, 0.134, 0.129, 0.127, 0.089, 0.088, 0.088, 0.078, 0.079, -0.061, -0.410, -0.231, -0.186, -0.111, 0.059, 0.046, 0.086, 0.086, 0.108, 0.129, 0.120, 0.088, 0.085, 0.088, 0.084, 0.059, -0.065, -0.407, -0.213, -0.183, -0.108, 0.031, 0.074, 0.045, 0.071, 0.137, 0.105, 0.125, 0.064, 0.090


(4)
The following is a quantum chemistry calculation of a structure of composition C18H27ClN2SeSn, from the OMol25 dataset.

ORCA input file:
```
! wB97M-V def2-TZVPD RIJCOSX def2/J DEFGRID3
* xyz -2 1
Sn 0.000 0.000 0.000
Cl 0.287 0.883 -2.099
C 1.471 -1.319 -0.004
C 1.599 -2.134 -1.135
C 2.603 -3.103 -1.183
C 3.506 -3.277 -0.127
C 3.372 -2.444 0.987
C 2.365 -1.477 1.057
H 0.928 -2.009 -1.978
H 2.685 -3.731 -2.069
H 4.056 -2.556 1.827
H 2.278 -0.869 1.951
C 4.605 -4.309 -0.205
H 4.979 -4.564 0.792
H 5.454 -3.936 -0.792
H 4.255 -5.228 -0.686
C 0.637 0.885 -8.774
N 0.449 1.156 -7.422
H -0.088 -0.853 -9.932
N -0.545 -0.694 -7.801
H 1.187 1.523 -9.445
C 0.956 2.347 -6.680
C 1.747 3.257 -7.623
C -0.256 3.098 -6.108
H 1.123 3.630 -8.442
H 2.110 4.120 -7.057
H 2.616 2.741 -8.045
H 2.214 2.693 -4.945
H 2.725 1.313 -5.947
H -0.836 2.424 -5.473
C 1.858 1.846 -5.543
H -0.901 3.457 -6.917
H 0.080 3.958 -5.518
H 1.294 1.161 -4.905
C 0.004 -0.294 -9.015
C -2.720 -1.516 -7.034
H -3.251 -0.925 -7.788
H -3.317 -2.404 -6.799
C -1.337 -1.935 -7.555
H -1.174 -3.666 -6.256
C -1.480 -2.734 -8.853
H -0.505 -3.046 -9.243
H -2.601 -0.907 -6.134
H -0.463 -2.167 -5.592
H -2.005 -2.160 -9.624
H -2.064 -3.636 -8.648
C -0.598 -2.766 -6.497
H 0.388 -3.068 -6.866
C -0.285 0.189 -6.788
Se 0.269 1.701 1.883
*
```

Properties
- LUMO energy: 3.669 eV
- Electronic energy: -105784.008 eV
- Gap between HOMO and LUMO: 1.93 eV

Partial atomic charges computed with the Löwdin method, in multiples of e: -0.096, -0.181, -0.536, -0.185, -0.090, -0.322, -0.085, -0.146, 0.054, 0.087, 0.088, 0.055, -0.096, 0.059, 0.065, 0.060, -0.071, -0.061, 0.093, -0.068, 0.095, -0.564, -0.069, -0.041, 0.075, 0.085, 0.078, 0.088, 0.082, 0.078, -0.048, 0.078, 0.087, 0.036, -0.076, -0.047, 0.081, 0.081, -0.567, 0.082, -0.069, 0.079, 0.080, 0.082, 0.078, 0.083, -0.042, 0.084, 0.026, -0.642